Below is the molecule C8H14N2O4 in a non-equilibrium geometry, with properties calculated with wB97M-V/def2-TZVPD.

Last column: Mulliken charge in e.
Positions of all 28 atoms, in Å:
O  1.338  -1.614  0.985  -0.6572
O  -2.267  2.509  -0.201  -0.6057
O  -1.508  1.397  1.619  -0.5397
O  4.190  0.674  -0.541  -0.5031
N  -0.449  -0.514  0.138  -0.3959
N  1.461  1.673  0.559  -0.5840
C  3.215  -0.104  0.024  -0.7635
C  -2.637  -1.347  -0.095  -0.5651
C  0.889  -0.677  0.287  0.3511
C  -1.288  -1.639  0.470  -0.6637
C  -2.378  -0.308  -1.195  -0.8672
C  1.815  0.443  -0.236  0.1412
C  -1.181  0.445  -0.610  0.5041
C  -1.715  1.571  0.328  0.3004
H  -2.079  -0.762  -2.170  0.3512
H  -3.204  -2.200  -0.491  0.3654
H  -3.249  -0.877  0.707  0.2777
H  -0.889  0.618  1.589  0.4565
H  -3.261  0.374  -1.286  0.3692
H  3.982  0.681  -1.483  0.3423
H  3.352  -0.170  1.140  0.2922
H  3.261  -1.141  -0.372  0.2970
H  -0.642  0.924  -1.451  0.3074
H  -0.843  -2.536  0.056  0.4331
H  1.698  0.677  -1.319  0.5328
H  1.486  1.327  1.533  0.2666
H  2.215  2.365  0.437  0.2723
H  -1.312  -1.790  1.578  0.2847

Its energy relative to the best compared isomer or geometry (same formula, charge and spin) is 22.6 kcal per mole. Its orbital gap is 10.1 eV. Its charge is 0. The LUMO energy comes out at 0.0159 Eh. The total energy comes out at -19693.3099 eV.

Below is a cluster of 2 separate species, C8H14N2O4 in total in a non-equilibrium geometry, with properties calculated with wB97M-V/def2-TZVPD.

Last column: Mulliken charge in e.
Positions of all 28 atoms, in Å:
O  -0.059  -2.583  -0.536  -0.7626
O  -1.924  -1.735  -1.290  -0.5343
O  1.899  0.491  -2.004  -0.6415
O  1.970  -1.284  -0.688  -0.4604
N  -0.734  -1.727  -1.182  0.9991
N  1.274  -0.487  -1.507  0.7672
C  -1.463  -0.066  1.948  -0.9483
C  0.686  -1.061  2.771  -1.2917
C  -0.032  0.102  2.117  1.1716
C  -0.017  -0.673  -1.761  0.1672
C  0.682  1.155  1.715  -0.0478
C  1.490  2.063  1.293  -0.9898
C  -0.578  0.308  -2.759  -0.7660
C  -1.009  1.586  -2.055  -0.8324
H  -1.547  2.149  -2.811  0.3470
H  -1.623  1.289  -1.194  0.2415
H  -0.153  2.253  -1.821  0.2327
H  1.955  2.669  1.943  0.3593
H  -1.576  -0.577  0.964  0.0228
H  -1.785  -0.800  2.799  0.3482
H  0.123  -1.242  3.762  0.3850
H  1.587  -2.131  -0.509  0.4610
H  0.686  -2.021  2.272  0.2685
H  -2.050  0.802  1.965  0.3580
H  1.712  2.250  0.176  0.1240
H  -1.400  -0.314  -3.185  0.3385
H  0.109  0.421  -3.560  0.3801
H  1.780  -0.838  3.135  0.3031

Its energy relative to the best compared isomer or geometry (same formula, charge and spin) is 234.5 kcal per mole. Its orbital gap is 7.4 eV. Its charge is 0. The LUMO energy comes out at -0.0491 Eh. The total energy comes out at -19684.1191 eV.

Below is a cluster of 2 separate species, C8H14N2PS in total, with properties calculated with wB97M-V/def2-TZVPD.

Last column: Mulliken charge in e.
Positions of all 26 atoms, in Å:
S  0.436  -0.225  -0.455  -0.2716
P  -0.030  1.493  -1.135  0.1938
N  3.466  -2.338  2.612  -0.0168
N  -2.961  3.403  -1.371  0.0036
C  -2.835  1.092  -1.007  -0.6121
C  2.356  -2.431  1.817  -0.4061
C  -2.109  2.970  -2.225  -0.3979
C  4.205  -3.484  2.504  -0.4711
C  2.388  -3.650  1.193  -0.2858
C  -3.355  2.382  -0.364  -0.5274
C  -1.722  1.576  -1.962  -0.1111
C  3.565  -4.318  1.627  -0.4600
H  1.650  -4.026  0.503  0.3830
H  -0.162  2.561  -0.222  0.0908
H  5.120  -3.611  3.057  0.3685
H  -1.717  3.625  -2.994  0.4723
H  0.773  2.084  -2.126  0.1182
H  -3.302  4.358  -1.357  0.2602
H  3.899  -5.298  1.333  0.3849
H  3.702  -1.554  3.190  0.1877
H  -4.429  2.411  -0.208  0.3538
H  -3.624  0.623  -1.594  0.3085
H  1.637  -1.632  1.766  0.3156
H  -1.616  0.985  -2.873  0.4533
H  -2.475  0.368  -0.281  0.3416
H  -2.858  2.638  0.573  0.3241

Its energy relative to the best compared isomer or geometry (same formula, charge and spin) is 0.0 kcal per mole. Its orbital gap is 4.8 eV. Its charge is +1. The LUMO energy comes out at -0.1863 Eh. The total energy comes out at -31620.0101 eV.

Below is a cluster of 2 separate species, C8H14N2Si in total in a non-equilibrium geometry, with properties calculated with wB97M-V/def2-TZVPD.

Last column: Mulliken charge in e.
Positions of all 25 atoms, in Å:
Si  -0.314  1.806  1.612  0.3278
N  -2.151  0.542  -0.750  -0.7077
N  -0.286  3.435  1.045  -0.4069
C  -2.531  -0.789  -0.363  -0.2059
C  0.890  0.669  0.768  0.6432
C  1.367  0.941  -0.583  -0.1994
C  2.221  -1.437  0.908  -0.6502
C  2.563  -1.210  -0.430  -0.4649
C  -1.579  -1.793  -1.017  -0.8738
C  1.411  -0.467  1.481  -0.4588
C  2.135  -0.101  -1.161  -0.5813
H  -1.521  -2.814  -0.509  0.3308
H  -2.513  -0.796  0.716  0.1957
H  -1.860  -2.116  -2.060  0.3135
H  1.086  -0.595  2.452  0.3817
H  1.081  1.836  -1.248  0.1397
H  2.520  -2.288  1.477  0.4177
H  -3.545  -1.103  -0.694  0.2350
H  -1.804  0.515  -1.674  0.1457
H  3.129  -1.828  -1.003  0.4569
H  -1.144  1.231  2.542  -0.0428
H  -0.462  -1.493  -0.897  0.1034
H  -0.033  3.677  0.126  0.2348
H  2.359  0.068  -2.156  0.4143
H  -1.018  4.107  1.418  0.2513

Its energy relative to the best compared isomer or geometry (same formula, charge and spin) is 113.4 kcal per mole. Its orbital gap (spin up / spin down) is 5.8 / 3.3 eV. Its charge is 0. The LUMO energy (spin up / spin down) comes out at -0.0229 / -0.0512 Eh. The total energy comes out at -19375.8338 eV.

Below is a cluster of 2 separate species, C8H14N3O in total in a non-equilibrium geometry, with properties calculated with wB97M-V/def2-TZVPD.

Last column: Mulliken charge in e.
Positions of all 26 atoms, in Å:
O  -0.981  -1.614  1.403  -0.4796
N  -1.778  -0.386  -0.484  0.1797
N  -1.876  1.580  0.422  0.1072
N  2.505  0.199  1.082  -0.1305
C  -1.372  -0.458  0.798  1.1613
C  1.852  0.639  2.320  -0.5548
C  -2.276  1.429  -1.967  -1.0431
C  2.692  -0.638  -1.120  -1.1899
C  -1.673  -1.563  -1.322  -0.8321
C  1.850  -0.249  0.047  0.0781
C  -1.517  0.818  1.412  -1.0047
C  -2.006  0.918  -0.779  0.6779
H  -2.019  -2.408  -0.694  0.3239
H  -2.380  -1.415  -2.171  0.3553
H  -1.933  2.572  0.521  0.1602
H  -0.941  -1.644  2.424  0.4332
H  -2.498  0.906  -2.851  0.3296
H  -2.590  2.549  -2.032  0.2439
H  -0.661  -1.723  -1.679  0.2624
H  2.506  -1.562  -1.636  0.3374
H  2.681  0.239  -1.807  0.2391
H  3.596  0.336  1.011  0.2918
H  1.880  -0.192  2.974  0.2638
H  2.349  1.415  2.874  0.3603
H  0.889  0.973  1.987  0.0914
H  3.700  -0.724  -0.736  0.3381

Its energy relative to the best compared isomer or geometry (same formula, charge and spin) is 116.7 kcal per mole. Its orbital gap (spin up / spin down) is 5.7 / 5.7 eV. Its charge is +1. The LUMO energy (spin up / spin down) comes out at -0.2027 / -0.2028 Eh. The total energy comes out at -15029.2288 eV.

Below is a structure of composition C8H14N3SV in a non-equilibrium geometry, with properties calculated with wB97M-V/def2-TZVPD.

Last column: Löwdin spin population.
Positions of all 27 atoms, in Å:
V  0.012  0.543  -0.031  1.9197
S  1.930  -0.600  0.921  0.0068
N  -1.096  -1.098  0.764  0.0206
N  -0.190  -2.213  1.143  0.0122
N  1.852  -3.152  1.579  0.0015
C  -0.196  2.695  -0.208  -0.0136
C  0.611  0.342  -3.376  0.0040
C  0.820  2.321  0.737  0.0235
C  1.108  -2.092  1.232  0.0085
C  -0.651  -0.083  -3.247  0.0008
C  -1.185  1.417  1.439  -0.0200
C  -1.422  2.153  0.222  0.0240
C  0.207  1.509  1.750  -0.0093
H  -0.034  3.309  -1.086  -0.0003
H  2.855  -3.096  1.668  0.0003
H  0.699  1.070  2.601  0.0003
H  -2.391  2.280  -0.252  0.0058
H  -0.893  -1.155  -3.136  0.0000
H  1.465  -0.358  -3.367  0.0006
H  1.864  2.644  0.701  0.0071
H  0.852  1.409  -3.530  0.0007
H  -1.716  -1.412  -0.005  0.0047
H  -1.766  -0.943  1.554  0.0006
H  -1.505  0.615  -3.298  0.0008
H  -1.970  0.979  2.066  0.0002
H  1.454  -4.040  1.776  0.0002
H  -0.715  -3.044  1.383  0.0002

Its expectation value of S² is 2.029. Its orbital gap (spin up / spin down) is 7.7 / 8.7 eV. The spin multiplicity is 3. Its charge is +2. The LUMO energy (spin up / spin down) comes out at -0.3270 / -0.3005 Eh. The total energy comes out at -49498.1195 eV.

Below is a cluster of 2 separate species, C8H14N4 in total in a non-equilibrium geometry, with properties calculated with wB97M-V/def2-TZVPD.

Last column: Mulliken charge in e.
Positions of all 26 atoms, in Å:
N  1.957  -0.540  0.645  -0.2362
N  0.047  -2.204  -0.968  -0.6879
N  0.566  2.558  1.059  -0.6396
N  -1.854  0.523  -0.007  0.0319
C  2.884  -0.014  -0.309  -0.6606
C  -2.964  -0.363  -0.049  -0.9504
C  -0.053  1.088  -1.758  -1.5784
C  -0.719  0.185  -0.695  0.4863
C  0.767  0.053  1.103  0.7335
C  -0.064  -0.855  2.035  -1.5494
C  0.752  1.405  1.138  0.1732
C  -0.283  -1.102  -0.868  0.2568
H  3.583  -0.851  -0.601  0.3288
H  0.732  0.647  -2.296  0.4499
H  -2.177  1.439  0.007  0.3202
H  -1.085  -0.569  2.054  0.3512
H  0.425  2.014  -1.371  0.3644
H  0.096  -1.840  1.799  0.4603
H  -2.760  -1.340  0.478  0.2688
H  -3.947  0.108  0.124  0.3863
H  3.299  0.918  0.091  0.3059
H  1.766  -1.509  0.386  0.3562
H  -3.117  -0.869  -1.135  0.2432
H  0.386  -0.636  3.100  0.3444
H  -0.643  1.445  -2.669  0.3467
H  2.404  0.309  -1.293  0.0943

Its energy relative to the best compared isomer or geometry (same formula, charge and spin) is 130.7 kcal per mole. Its orbital gap (spin up / spin down) is 7.2 / 7.2 eV. Its charge is 0. The LUMO energy (spin up / spin down) comes out at -0.0050 / -0.0050 Eh. The total energy comes out at -14479.3093 eV.

Below is the ion C8H14N5 with charge +1 in a non-equilibrium geometry, with properties calculated with wB97M-V/def2-TZVPD.

Last column: Mulliken charge in e.
Positions of all 27 atoms, in Å:
N  1.298  1.092  0.392  -0.1648
N  0.939  -0.124  -1.596  -0.3121
N  -0.829  1.851  -0.108  -0.0495
N  0.931  3.377  0.476  -0.4435
N  -2.196  -1.428  0.225  0.1000
C  1.373  -0.113  -0.308  0.7332
C  -2.911  0.665  -0.124  -1.1905
C  1.470  -2.598  0.503  -1.0969
C  -3.299  -0.625  0.193  -0.6672
C  2.178  -1.287  0.157  -1.1552
C  -1.090  -0.706  0.212  -0.6894
C  -1.473  0.623  -0.030  0.9813
C  0.399  2.116  0.164  0.3459
H  1.205  -2.660  1.567  0.3316
H  -3.481  1.487  -0.024  0.4286
H  0.239  0.443  -1.878  0.2577
H  -2.267  -2.455  0.256  0.2426
H  2.698  -1.563  -0.749  0.3588
H  2.837  -0.901  0.834  0.4843
H  0.622  -2.952  -0.130  0.2275
H  -1.462  2.602  -0.411  0.3093
H  -4.242  -1.070  0.171  0.4797
H  0.877  -1.055  -2.023  0.2985
H  0.244  4.050  0.165  0.2374
H  1.871  3.549  0.380  0.2338
H  2.181  -3.417  0.451  0.4365
H  1.889  1.099  1.237  0.2825

Its energy relative to the best compared isomer or geometry (same formula, charge and spin) is 72.5 kcal per mole. Its orbital gap (spin up / spin down) is 7.0 / 7.0 eV. Its charge is +1. The LUMO energy (spin up / spin down) comes out at -0.1368 / -0.1369 Eh. The total energy comes out at -15963.9366 eV.